36
Properties=species:S:1:pos:R:3:forces:R:3:nbo_charge:R:1 method="wB97M-V/def2-TZVPD" total_charge=-2 homo_lumo_gap_ev=4.1935 fmax_ev_per_a=0.64 relative_energy_kcal_mol=50.7 e_homo_ev=-1.2 spin_multiplicity=1
Ti 0.041406 -1.487148 -0.008774 0.03 0.24 -0.58 1.449
O -0.940215 2.207109 -1.470346 0.03 -0.04 0.08 -0.646
C -0.929968 1.119631 -0.919660 -0.22 0.00 -0.01 0.788
O 0.109801 0.405540 -0.634924 0.02 -0.01 -0.32 -0.711
C -2.213618 0.443655 -0.491418 0.03 0.02 0.06 0.128
C -3.515603 0.872225 -0.655838 0.00 -0.01 0.00 -0.196
C -4.531613 0.021095 -0.229203 -0.02 0.01 0.00 -0.160
C -4.235432 -1.220935 0.321692 0.03 0.01 0.00 -0.197
C -2.901399 -1.559660 0.450266 0.01 -0.05 0.24 0.134
N -1.960209 -0.720612 0.074599 0.05 0.04 -0.04 -0.419
C -2.298787 -2.845416 0.985335 0.08 0.02 0.05 0.779
O -2.978680 -3.775012 1.336419 -0.04 0.02 0.03 -0.574
O -0.984159 -2.786006 0.982977 0.03 -0.13 -0.18 -0.707
H -3.712536 1.833127 -1.108877 0.00 0.00 0.00 0.239
H -5.564969 0.325640 -0.337506 0.00 0.00 0.00 0.214
H -4.999114 -1.913741 0.644338 0.00 0.00 0.00 0.239
N 2.940473 2.048341 0.361445 -0.13 -0.17 0.06 -0.622
N 2.098439 2.705748 -0.547304 0.08 0.01 0.04 -0.444
C 2.555951 3.344401 -1.634092 -0.16 0.02 -0.10 0.303
N 1.581522 3.566910 -2.560338 0.04 0.12 0.03 -0.822
S 4.121071 3.873332 -1.906767 0.06 0.02 0.03 -0.365
H 2.642925 1.073403 0.359946 0.26 -0.05 0.03 0.367
H 2.727579 2.376803 1.299413 0.02 0.10 -0.04 0.366
H 1.138154 2.394693 -0.578191 -0.01 0.01 0.02 0.389
H 0.620831 3.318344 -2.369398 0.01 -0.05 0.02 0.412
H 1.800317 4.240069 -3.269167 0.00 -0.02 -0.03 0.395
Te -0.044460 0.300697 2.701946 0.23 -0.07 -0.03 -0.368
Te 0.514571 1.240224 5.180636 -0.11 -0.08 0.04 -0.610
Te 4.027307 -0.633653 3.393104 0.06 -0.02 -0.06 -0.425
Te 1.918716 -1.933722 2.721471 -0.08 0.47 0.25 1.006
Cl -0.444391 -2.297242 -2.076328 0.00 0.01 -0.01 -0.381
C 2.826293 -3.399031 -0.885054 0.10 0.11 -0.14 -0.093
Cl 3.480496 -4.624403 -1.750987 -0.03 0.02 -0.05 0.105
Cl 2.935714 -4.440236 2.286586 0.04 0.03 -0.07 -0.710
C 2.353606 -2.489439 -0.252630 -0.09 -0.05 0.47 0.066
N 1.819980 -1.584728 0.586632 -0.32 -0.51 0.22 -0.927